Entry 1:
This record from the Open Molecules 2025 dataset describes a 7-piece molecular cluster, C32H90N11O15P5 overall. The level of theory is ωB97M-V with the def2-TZVPD basis set.

Geometry as XYZ:
```
153
Properties=species:S:1:pos:R:3:forces:R:3
O -3.594630 2.106200 -1.331340 -0.5 -1.0 1.8
P -3.300417 3.129817 -2.311306 -0.5 1.3 -2.6
N -3.292109 4.699272 -1.705583 0.9 -1.1 0.0
C -4.132649 4.961900 -0.535308 0.7 0.0 -0.6
C -2.775243 5.766907 -2.539455 -0.9 0.1 -1.0
N -4.520483 3.130515 -3.513513 1.6 0.0 0.4
C -4.282421 3.354313 -4.927154 -0.7 -0.6 -0.4
C -5.866097 2.758869 -3.114977 -0.5 1.5 -0.1
N -1.856018 2.907799 -3.155318 -0.1 0.1 -0.4
C -0.569367 3.164860 -2.488634 -1.2 0.8 0.5
C -1.759982 1.706345 -3.992470 -0.3 -0.5 0.4
H -4.336500 3.997463 -0.073465 0.2 0.1 0.3
H -5.108329 5.398416 -0.767720 0.1 0.3 -0.1
H -3.516556 5.613705 0.086203 -0.5 0.0 0.5
H -3.462624 6.016268 -3.362132 -0.3 0.0 0.1
H -1.885143 5.450826 -3.081141 0.2 0.1 0.4
H -2.626566 6.719533 -2.032566 0.3 -0.3 0.5
H -3.434051 3.979483 -5.199856 0.4 -0.4 0.5
H -4.224674 2.347431 -5.357716 0.2 0.4 -0.7
H -5.102202 3.858383 -5.452355 -0.3 0.0 0.5
H -5.903638 2.074848 -2.272633 0.1 -0.2 -0.2
H -6.377758 3.691333 -2.825483 -0.2 -0.2 0.4
H -6.476951 2.458909 -3.968735 0.4 -0.7 0.0
H -0.452543 2.554390 -1.588853 0.3 -0.2 -0.2
H 0.232948 3.035248 -3.207983 0.1 -0.1 0.1
H -0.595760 4.210702 -2.172331 0.4 -0.1 0.1
H -1.826745 0.772757 -3.418256 0.0 0.1 0.2
H -0.778329 1.692030 -4.461611 -0.1 0.2 -0.3
H -2.549024 1.650319 -4.737479 0.2 0.2 -0.1
O -4.739785 2.187267 5.732769 0.8 0.3 -0.6
P -3.838557 3.149870 5.038049 -0.6 -0.1 0.0
N -3.277279 2.602862 3.562513 -0.5 -0.3 0.0
C -3.641260 1.269387 3.032630 0.8 0.8 0.4
C -2.190016 3.160989 2.790142 0.0 1.3 -0.1
N -2.475523 3.534348 5.983851 -0.1 0.7 -0.5
C -2.027920 2.515645 6.918083 -0.5 -0.2 0.5
C -2.147141 4.898230 6.415036 -0.6 -0.6 0.8
N -4.698503 4.564820 4.681895 0.4 -0.1 0.7
C -5.510007 5.063052 5.796859 0.1 0.1 -0.1
C -4.191709 5.617407 3.775363 -1.3 -1.7 0.4
H -3.910810 1.384144 1.981586 0.0 -0.2 0.0
H -4.441897 0.778004 3.576623 0.1 0.2 0.2
H -2.680220 0.754272 3.134396 -0.4 -0.9 -0.4
H -1.223586 2.653863 2.860741 -0.1 -0.2 0.3
H -2.057644 4.216691 3.039059 0.3 -0.2 0.4
H -2.424759 3.232958 1.721963 -0.3 -0.5 0.0
H -2.636893 2.505778 7.831256 -0.2 -0.1 -0.1
H -2.112634 1.530023 6.464738 0.2 0.0 0.0
H -1.018164 2.698232 7.290763 0.2 0.0 -0.6
H -1.236135 4.826275 7.009206 0.4 0.2 -0.5
H -2.085504 5.611107 5.600261 0.4 -0.1 0.0
H -2.849623 5.303363 7.155436 -0.3 0.0 -0.2
H -6.335535 5.664441 5.412142 0.0 0.0 -0.1
H -5.929783 4.229558 6.354003 0.1 0.0 0.0
H -4.935259 5.700605 6.478140 0.0 0.0 0.1
H -4.111926 5.108572 2.814274 0.8 0.4 -0.1
H -3.291635 6.050668 4.203293 0.0 0.5 -0.7
H -5.027741 6.302786 3.641225 0.3 0.5 0.2
O 9.532920 1.429932 -1.696793 -0.1 0.2 0.1
P 8.115828 1.468215 -1.292733 -0.8 0.6 0.2
N 7.884557 2.064288 0.279935 0.1 -1.0 -0.9
C 8.740007 3.114132 0.731325 2.0 1.0 0.2
C 6.649360 1.822785 0.994246 -0.6 -0.2 -0.2
N 7.311566 -0.019796 -1.277165 0.0 1.1 -0.1
C 7.789225 -0.992874 -0.287295 0.6 0.2 -1.0
C 7.048854 -0.611726 -2.588883 -0.8 -1.1 0.8
N 7.253539 2.483838 -2.342231 0.5 -0.4 0.0
C 5.846096 2.797806 -2.315430 -0.4 0.4 0.6
C 7.998084 3.088691 -3.445402 0.5 -0.9 -0.1
H 8.479654 4.155290 0.497797 -0.9 -0.1 0.1
H 9.741938 3.087080 0.286244 -0.3 -0.7 -0.4
H 9.028245 3.062422 1.785635 -0.7 -0.2 0.2
H 6.422493 2.663731 1.648215 0.0 -0.1 0.1
H 6.628871 0.882282 1.557302 0.4 0.2 0.3
H 5.820070 1.694129 0.296124 0.0 0.2 0.1
H 7.048325 -1.766605 -0.090574 -0.2 0.3 0.3
H 8.648905 -1.518595 -0.721325 0.2 0.0 0.2
H 8.133445 -0.427655 0.575041 -0.2 -0.4 0.3
H 6.292473 -1.382229 -2.397089 -0.1 0.0 -0.2
H 6.585418 0.065018 -3.300509 0.4 0.3 0.0
H 7.888408 -1.185859 -2.990395 0.3 0.5 -0.2
H 5.627175 3.865621 -2.179991 0.4 0.1 0.0
H 5.315094 2.548990 -3.240221 0.1 -0.5 0.0
H 5.361892 2.335365 -1.458397 -0.1 -0.3 -0.3
H 8.611408 2.309754 -3.906269 0.0 0.2 -0.1
H 8.703243 3.855366 -3.118769 -0.3 0.3 -0.1
H 7.292709 3.441501 -4.195623 0.1 0.3 0.1
C 8.104056 -4.550826 3.708543 0.4 0.3 -0.5
N 7.072950 -4.556200 2.636002 -0.6 -1.1 -0.2
O 6.750296 -3.508407 2.118180 0.3 0.2 0.2
O 6.606389 -5.639213 2.331092 0.1 0.2 0.0
H 8.201081 -5.519130 4.184114 -0.6 0.0 0.1
H 7.822598 -3.729740 4.359272 0.4 0.0 0.1
H 9.043712 -4.399743 3.176695 0.0 0.5 0.2
C 2.724943 -6.764601 2.922432 0.0 0.7 1.6
N 1.716327 -7.645466 3.598720 1.1 -0.3 -1.7
O 0.563198 -7.457039 3.331889 -1.0 0.1 0.2
O 2.166391 -8.541901 4.269001 -0.1 -0.5 0.8
H 2.266408 -5.781556 3.003645 0.2 0.1 -0.7
H 2.991898 -7.084061 1.922917 -0.5 -0.1 -0.1
H 3.585817 -6.829960 3.582747 0.2 0.1 -0.3
C -5.148749 -0.899922 -1.038149 -0.2 -0.2 -0.1
C -4.728680 -2.362997 -1.187774 0.9 0.5 0.3
O -4.485867 -2.581649 -2.600781 -0.4 -0.7 -0.8
P -4.541380 -4.077717 -3.115952 0.0 -0.3 0.4
O -5.646148 -4.906863 -2.606840 0.2 0.2 -0.4
O -4.455491 -3.914020 -4.697693 0.3 0.7 0.7
C -4.412334 -5.042384 -5.574434 -0.4 -0.4 0.3
C -5.558079 -4.906507 -6.545211 0.3 0.1 -0.5
O -3.110165 -4.617437 -2.656571 -0.1 -0.1 -0.1
C -2.822890 -6.042885 -2.659458 -0.8 0.6 -0.2
C -2.192884 -6.406038 -1.329183 -0.6 0.3 -0.9
H -4.591605 -0.318018 -0.305218 0.1 -0.3 0.1
H -4.962252 -0.418120 -1.995730 -0.1 0.1 0.0
H -6.207306 -0.817942 -0.790855 0.0 0.0 -0.1
H -3.760541 -2.551425 -0.714148 -0.1 0.1 0.2
H -5.435697 -3.088832 -0.788627 -0.2 0.1 -0.2
H -3.433538 -5.135477 -6.052250 0.0 0.5 -0.1
H -4.514547 -5.969001 -4.998653 -0.2 0.1 0.0
H -5.481874 -5.735924 -7.253115 -0.4 0.0 0.1
H -6.511249 -4.857248 -6.022170 0.0 -0.5 0.0
H -5.517300 -3.985145 -7.129034 0.4 0.0 0.1
H -3.728051 -6.604356 -2.907047 -0.1 0.1 0.4
H -2.169274 -6.191605 -3.523115 0.4 -0.2 0.3
H -1.326353 -5.747167 -1.287044 0.6 -0.9 0.4
H -2.794055 -6.177819 -0.450383 -0.4 0.1 -0.3
H -2.106441 -7.493058 -1.374545 1.0 0.1 0.4
C 3.924990 -1.787100 -0.306783 1.1 -0.5 -0.7
C 3.629050 -2.673286 0.892925 1.1 0.4 -1.4
O 2.486868 -2.094329 1.506463 -1.6 -0.3 0.9
P 1.002804 -2.660588 1.290948 -0.5 -0.6 0.4
O 0.824764 -4.118556 1.522127 0.2 1.2 -0.2
O 0.583135 -2.140324 -0.152581 0.3 -0.3 0.3
C -0.257362 -2.931943 -1.003908 1.0 -0.8 -1.1
C -0.680965 -2.040462 -2.150270 0.1 -0.1 -0.5
O 0.077149 -1.707800 2.185772 1.9 -0.1 -0.3
C -1.040536 -2.169045 2.903795 -1.4 -0.4 0.0
C -2.290560 -2.241099 1.993874 0.1 -0.2 0.2
H 4.842738 -2.081968 -0.831937 -0.1 -0.5 0.2
H 3.145049 -1.876348 -1.061466 -0.2 0.4 0.2
H 4.176751 -0.764004 -0.027587 -0.7 0.1 0.1
H 3.545553 -3.719337 0.583920 -0.7 0.1 0.1
H 4.506217 -2.679172 1.541150 -0.5 0.3 0.6
H 0.380680 -3.724284 -1.417259 0.1 0.1 0.0
H -1.018962 -3.541497 -0.517093 -0.4 0.9 0.5
H -0.873376 -1.015519 -1.835792 -0.5 -0.1 0.2
H 0.117015 -1.957467 -2.893364 0.2 0.0 0.2
H -1.500122 -2.489683 -2.712830 -0.3 0.2 0.3
H -0.850936 -3.140822 3.367251 0.1 0.0 -0.2
H -1.212517 -1.459819 3.715914 0.1 0.1 -0.2
H -3.193907 -2.074584 2.582546 0.0 0.0 0.0
H -2.265631 -1.502137 1.191072 0.1 0.3 0.2
H -2.409692 -3.206383 1.497947 0.2 -0.1 0.1
```
Forces are in eV/Å.

Results
Charge: 0
Energy relative to the best compared isomer or geometry (same formula, charge and spin) (kcal/mol): 0.0
HOMO (eV): -8.30
Structure (SMILES): CN(C)P(=O)(N(C)C)N(C)C.CN(C)P(=O)(N(C)C)N(C)C.CN(C)P(=O)(N(C)C)N(C)C.CCOP(=O)(OCC)OCC.CCOP(=O)(OCC)OCC.C[N+](=O)[O-].C[N+](=O)[O-]
Gap between HOMO and LUMO (eV): 8.13
Electronic energy (hartree): -4711.0372

***

Entry 2:
This record from the Open Molecules 2025 dataset describes one molecule with the formula C11H16ClNO. The level of theory is ωB97M-V with the def2-TZVPD basis set.

Geometry as XYZ:
```
30
Properties=species:S:1:pos:R:3:forces:R:3
C 2.136677 -1.301655 -1.482057 -0.6 -0.5 -0.9
C 3.032755 -0.550204 -0.659714 1.5 0.5 0.8
C 0.794187 -1.251800 -1.339325 -0.6 -0.3 0.1
C 2.521091 0.305414 0.237226 1.5 0.0 0.0
C -3.502898 -0.609661 0.137450 -0.1 2.1 -1.5
C -3.165500 0.947991 0.414498 -0.5 -1.3 1.6
C -2.190977 -1.061545 -0.581553 -2.0 -4.1 0.5
C -1.619644 0.768454 0.758050 -1.5 2.3 -1.4
C 1.075821 0.668689 0.257961 0.2 -0.5 -1.1
C 0.153527 -0.460689 -0.239146 0.7 -0.4 1.1
C 3.376617 1.104871 1.206301 -1.1 -1.6 0.0
N -1.178539 -0.147507 -0.250348 1.0 0.2 -0.6
O 0.924016 1.776354 -0.655394 -0.2 0.4 1.1
Cl 0.253125 -1.744432 1.357846 0.5 -0.2 0.2
H 2.641291 -1.937415 -2.219992 -0.7 0.1 0.1
H 4.166997 -0.696159 -0.766428 -1.9 0.2 0.3
H 0.088415 -1.880178 -1.890629 0.5 0.1 -0.1
H -3.671241 -1.132538 1.077142 0.1 0.1 0.0
H -4.416725 -0.717231 -0.534631 1.2 0.0 0.9
H -3.223383 1.583119 -0.522856 -0.2 -0.8 1.2
H -3.881421 1.350630 1.283878 1.9 -0.6 -2.0
H -2.024847 -2.209418 -0.249049 0.3 2.5 -0.6
H -2.371366 -1.117041 -1.641092 0.0 0.1 -0.6
H -1.150791 1.692776 0.417945 0.2 0.3 1.1
H -1.312558 0.431413 1.734299 -0.3 0.0 0.6
H 0.962632 0.958939 1.299380 -1.2 0.4 -0.3
H 2.787800 1.403313 2.066801 -0.1 0.3 0.1
H 3.806245 1.935018 0.733098 0.6 1.4 -0.6
H 4.146729 0.468683 1.591025 0.7 -0.3 0.1
H 0.841957 1.421812 -1.540681 0.1 -0.2 -0.3
```
Forces are in eV/Å.

Results
Charge: 0
HOMO (eV): -8.58
Structure (SMILES): CC1=CC=C[C@](Cl)(N2CCCC2)[C@@H]1O
Gap between HOMO and LUMO (eV): 8.56
Electronic energy (hartree): -1018.8568

***

Entry 3:
This record from the Open Molecules 2025 dataset describes a 3-piece molecular cluster, C46H65Cl2NO11S overall. The level of theory is ωB97M-V with the def2-TZVPD basis set.

Geometry as XYZ:
```
126
Properties=species:S:1:pos:R:3:forces:R:3
C 4.419490 -2.451157 1.754441 -0.4 -0.3 0.1
C 3.999473 -1.827455 3.190445 3.3 1.2 0.4
O 4.928871 -1.294588 3.860393 -4.3 -2.0 -2.1
O 2.633404 -1.880286 3.588533 1.7 0.8 -1.8
C 1.972469 -0.598052 3.266494 0.0 1.2 0.2
C 0.462080 -0.803798 2.773963 0.1 -0.6 0.2
C 0.284188 -2.167954 1.897028 -0.6 0.1 0.6
C -1.017714 -2.141210 0.956497 -0.4 0.9 0.1
C -0.835320 -1.289270 -0.396896 -1.0 0.2 0.2
C -0.487266 -2.176613 -1.699850 0.8 0.0 0.4
C 0.705311 -1.564038 -2.592504 2.7 1.6 -2.1
C 1.949416 -0.924299 -1.866948 0.1 0.1 -3.2
C 3.158686 -0.291539 -2.648424 -4.1 -2.0 -1.9
C 3.073623 -0.320334 -4.230348 -1.9 -0.7 1.8
C 1.888494 -0.935270 -5.015145 0.4 0.2 4.5
C 0.715506 -1.548252 -4.152191 1.7 0.6 0.8
C -0.524136 -2.135614 -5.026784 0.5 -0.1 1.8
O -0.885967 -1.152497 -6.037026 -0.4 1.0 1.2
C -1.216357 0.111036 -5.463423 1.9 4.1 0.4
C -2.590089 0.411246 -4.657067 0.3 0.0 -0.7
O -0.437270 1.103718 -5.591283 -3.0 -4.6 0.0
S 4.525778 0.500309 -5.086290 -1.1 0.7 1.6
C 4.803432 1.984274 -3.975071 -0.1 1.7 2.1
C 5.149296 3.405510 -4.529884 -0.2 -0.8 3.8
O 5.283664 3.635316 -5.932025 0.2 -0.4 2.1
C 5.303215 4.557765 -3.460852 -0.8 -2.7 1.3
C 5.103555 4.274801 -1.945855 0.4 -2.3 -0.8
C 5.196080 5.405865 -0.797127 -3.5 1.3 -0.7
Cl 6.687360 5.731845 0.192867 -1.7 -0.6 -1.3
C 3.975319 6.133151 -0.579300 1.7 -1.8 -1.1
C 2.668131 5.819534 -1.487888 0.3 -0.4 0.2
Cl 3.785411 7.426334 0.690027 0.4 -1.6 -1.5
C 4.785787 2.824079 -1.402721 0.5 -0.2 -3.2
C 4.613393 2.487350 0.155885 -0.5 0.1 -0.1
C 3.135024 2.919839 0.601083 -2.4 1.0 1.1
C 1.944810 2.376053 -0.235276 -1.0 1.8 2.3
C 0.457163 2.736878 0.057257 3.5 1.7 3.0
C 0.218213 3.695033 1.290563 3.4 -1.2 -1.3
C 1.411557 4.244314 2.130163 0.5 -1.6 -1.6
C 1.069846 5.243435 3.336194 0.3 0.1 -1.3
C 2.909725 3.869605 1.831652 -3.7 -2.0 -3.1
C 4.628322 1.674964 -2.430929 0.7 4.2 -1.0
N 4.317297 0.308452 -1.952923 0.0 0.1 -2.0
H 4.276469 -1.662737 0.918070 0.1 -1.2 1.5
H 5.528507 -2.778462 1.747157 -1.9 0.8 0.3
H 3.784994 -3.368851 1.497590 0.7 1.4 0.4
H 2.042750 0.027497 4.238801 -0.4 -0.9 -1.7
H 2.608530 -0.043508 2.485830 -1.1 -0.8 0.9
H 0.120948 0.111551 2.175327 0.7 -1.2 0.8
H -0.198621 -0.862542 3.717216 0.9 0.0 -1.5
H 1.238172 -2.334856 1.281507 -1.4 0.0 0.9
H 0.102988 -3.008668 2.674084 0.8 1.2 -1.5
H -1.439076 -3.178516 0.695680 0.9 1.4 0.5
H -1.853199 -1.615766 1.564174 1.3 -0.9 -0.9
H -1.861410 -0.789651 -0.606069 1.7 -0.7 0.3
H -0.100473 -0.438457 -0.190907 -0.9 -1.2 -0.5
H -0.165866 -3.227068 -1.327141 -0.4 1.7 -0.7
H -1.465996 -2.319900 -2.278235 1.6 0.2 0.6
H 1.912840 -0.929637 -0.724860 0.4 0.1 -1.8
H 1.850295 -0.928633 -6.164100 0.0 0.1 2.2
H -0.234355 -3.155072 -5.491408 -0.5 2.0 0.3
H -1.446563 -2.324194 -4.357849 1.5 0.2 -0.9
H -2.702999 1.558503 -4.583831 0.5 -2.0 -0.3
H -3.478415 0.014296 -5.260035 1.2 0.3 1.2
H -2.538552 0.031504 -3.580463 -0.2 0.1 -1.6
H 6.212280 3.516472 -6.231022 -0.8 0.0 0.6
H 5.531475 5.647542 -3.765766 -0.4 -2.1 0.4
H 2.435942 4.683882 -1.516724 0.6 1.9 0.3
H 1.719663 6.316891 -1.070366 1.7 -0.5 -0.6
H 2.877206 6.112747 -2.585917 -0.4 -0.2 1.9
H 4.718814 1.353254 0.365986 -0.2 1.8 -0.8
H 5.443259 2.985631 0.790552 -1.6 -0.5 -1.1
H 2.170478 1.686052 -1.112815 -0.3 1.1 1.3
H -0.403410 2.318448 -0.570556 1.5 0.7 1.1
H -0.836739 4.021465 1.567422 1.6 -0.5 -0.4
H 0.295998 4.812147 4.061517 1.3 0.5 -1.0
H 0.620732 6.194444 2.860950 0.7 -1.4 0.8
H 2.055885 5.544667 3.831625 -1.6 -0.5 -0.4
H 3.797788 4.242326 2.439783 -1.5 -0.5 -0.9
H 5.146261 -0.261519 -2.238654 -0.8 0.4 0.4
C 2.063191 -4.744374 11.265923 0.1 0.2 -0.3
O 2.377234 -4.588962 9.894373 -0.3 -0.1 0.1
C 2.105064 -5.768094 9.143609 0.3 0.5 -0.2
C 1.921987 -5.429823 7.667844 -0.3 -0.2 0.1
O 0.627223 -4.899354 7.370385 0.2 0.1 0.2
C 0.387404 -3.558143 7.801329 -0.1 0.0 -0.4
C 1.125219 -2.519026 6.963537 0.4 -0.1 0.6
O 2.487601 -2.432082 7.367863 -0.2 -0.2 -0.1
C 3.309242 -1.872180 6.358921 0.1 -0.3 0.5
H 2.667649 -5.538131 11.712317 -0.1 -0.1 0.1
H 2.280144 -3.801795 11.773073 0.1 -0.1 -0.1
H 0.996715 -4.962718 11.390369 0.0 -0.1 0.1
H 1.201397 -6.261851 9.518945 0.0 0.0 0.0
H 2.962650 -6.441285 9.260950 -0.1 -0.2 -0.1
H 1.988528 -6.361316 7.098397 -0.1 0.0 0.1
H 2.709579 -4.774042 7.296761 0.0 0.1 0.2
H 0.591455 -3.442433 8.866792 0.2 0.1 -0.1
H -0.686720 -3.399208 7.664477 0.1 -0.1 -0.1
H 0.669620 -1.532609 7.116977 -0.2 0.0 -0.1
H 1.057898 -2.790684 5.903549 0.0 0.0 0.0
H 3.279837 -2.485936 5.460893 0.0 0.1 0.3
H 4.336029 -1.850642 6.727227 -0.1 0.1 0.1
H 2.991995 -0.850011 6.128811 0.1 0.0 -0.1
C -10.344892 -0.174456 -2.873572 0.1 0.0 -0.4
O -9.691746 0.409943 -3.985679 0.2 -0.2 0.2
C -8.615565 1.256100 -3.593495 -0.3 0.0 -0.6
C -7.623467 1.421775 -4.739680 0.2 -0.1 0.3
O -6.740033 0.305342 -4.882858 -0.3 0.0 -0.1
C -7.317573 -0.881143 -5.431807 0.3 0.1 -0.2
C -7.600782 -0.773681 -6.926618 -0.6 0.0 0.3
O -8.808015 -0.051497 -7.152175 0.2 0.2 0.0
C -8.874653 0.484662 -8.459232 -0.1 -0.1 0.2
H -10.779520 0.596824 -2.232713 0.0 0.0 0.2
H -11.142762 -0.819109 -3.248334 0.1 0.1 0.0
H -9.644333 -0.793478 -2.302187 0.0 0.1 0.1
H -8.098435 0.839943 -2.721337 0.0 0.0 0.0
H -9.039710 2.232981 -3.332756 0.2 0.1 0.1
H -6.976427 2.271698 -4.504702 0.0 -0.1 0.1
H -8.120240 1.652433 -5.681904 -0.2 -0.1 0.1
H -8.201417 -1.187045 -4.870216 -0.1 0.1 -0.2
H -6.564030 -1.661604 -5.287831 0.0 0.1 -0.1
H -7.730523 -1.777533 -7.348896 0.2 -0.1 0.0
H -6.759459 -0.275864 -7.422287 0.0 0.0 0.0
H -8.046867 1.180281 -8.631030 0.1 0.0 -0.1
H -9.811900 1.034911 -8.554997 0.0 -0.1 0.1
H -8.854466 -0.316549 -9.205017 0.1 0.1 -0.1
```
Forces are in eV/Å.

Results
Charge: 0
Energy relative to the best compared isomer or geometry (same formula, charge and spin) (kcal/mol): 259.4
HOMO (eV): -8.25
Structure (SMILES): CC(=O)OCCCCCCc1cc2c(cc1COC(C)=O)Sc1c(O)cc(/C(Cl)=C(\C)Cl)c(Cc3cccc(C)c3)c1N2.COCCOCCOC.COCCOCCOC
Gap between HOMO and LUMO (eV): 8.16
Electronic energy (hartree): -3992.0387

***

- Which formula does entry 2 have?
  C11H16ClNO

***

- What is the electronic energy in the second record?
  -1018.8568 hartree